Entry 1:
Density functional theory data (ωB97M-V/def2-TZVPD) for C32H29BrClIrN4O2S2 as an isolated structure.

Structure (XYZ):
```
72
Properties=species:S:1:pos:R:3:forces:R:3
Ir 0.1771 0.0961 0.4821 0.0714 0.2135 -3.2494
S 2.3971 0.0924 -0.1737 -0.5807 -0.1707 0.7519
C 2.8842 1.7016 0.1582 -0.0202 -0.2109 -0.1033
N 4.0949 2.0152 0.4821 0.2826 0.2144 0.0083
C 4.4273 3.4269 0.7725 0.0074 0.0574 0.0427
C 3.7029 4.3001 -0.2062 0.0544 0.0373 -0.0243
N 2.2591 4.0131 -0.1148 0.1861 0.2009 -0.0618
C 1.3599 5.1958 -0.1017 -0.0612 0.1544 0.0321
C 1.5843 5.9708 1.1734 0.0793 -0.0236 -0.0029
C 2.0949 7.2620 1.1267 -0.0245 0.0148 -0.0130
C 2.2933 7.9723 2.3041 0.0188 -0.0002 -0.0019
C 1.9941 7.3878 3.5254 -0.0173 -0.0064 -0.0241
C 1.4876 6.0933 3.5749 0.0317 -0.0002 0.0052
C 1.2848 5.3850 2.4020 -0.0188 -0.0150 0.0034
C 1.8624 2.7886 0.0194 -0.1437 0.0545 0.1037
S 0.2081 2.3638 -0.0313 -0.1873 -0.8968 1.0076
C 5.1922 1.0377 0.6860 0.1487 -0.0723 0.2147
C 5.6632 1.0922 2.1153 0.0240 0.0002 0.0221
C 4.8237 0.6480 3.1349 -0.0407 0.0104 -0.0047
C 5.2603 0.6718 4.4490 -0.0131 0.0227 0.0027
C 6.5351 1.1392 4.7492 0.0120 -0.0137 -0.0242
C 7.3725 1.5809 3.7356 -0.0166 0.0115 0.0105
C 6.9354 1.5614 2.4177 0.0215 0.0063 0.0017
H 5.5035 3.5550 0.6920 0.0120 -0.0693 -0.0268
H 4.1298 3.6610 1.7966 0.0404 -0.0939 0.0507
H 4.0352 4.1192 -1.2311 -0.0787 0.0229 -0.0436
H 3.8606 5.3488 0.0336 -0.0729 0.0046 0.0458
H 0.3311 4.8613 -0.1913 -0.0025 -0.0842 -0.0482
H 1.5989 5.8064 -0.9724 0.0475 -0.0853 -0.0536
H 2.3190 7.7253 0.1716 -0.0084 -0.0044 0.0218
H 2.6784 8.9824 2.2637 -0.0048 -0.0137 0.0038
H 2.1468 7.9434 4.4410 -0.0049 -0.0097 -0.0073
H 1.2423 5.6433 4.5277 0.0027 0.0043 -0.0108
H 0.8733 4.3803 2.4439 -0.0085 0.0286 0.0071
H 5.9996 1.3081 0.0046 -0.0807 0.0648 -0.0723
H 4.8384 0.0480 0.4165 -0.1008 0.0044 -0.0347
H 3.8330 0.2677 2.9013 0.0254 -0.0092 0.0097
H 4.6133 0.3149 5.2392 0.0064 0.0081 -0.0035
H 6.8793 1.1467 5.7748 -0.0084 0.0052 -0.0102
H 8.3682 1.9342 3.9671 -0.0094 -0.0025 0.0021
H 7.5991 1.8927 1.6259 -0.0147 -0.0186 0.0070
C -3.0189 0.8598 0.0973 -0.1288 -0.0099 0.0624
O -2.0504 -0.2048 -0.0322 0.2385 0.2931 0.5140
C -2.5366 -1.5098 0.0398 0.0432 0.0728 0.0583
C -3.8671 -1.8407 0.1617 -0.1007 0.1067 -0.0486
C -4.2133 -3.1889 0.2048 -0.0364 -0.0191 0.0018
Br -6.0321 -3.6459 0.3213 0.0192 -0.0086 0.0139
C -3.2524 -4.1778 0.1772 0.0389 0.0075 0.0536
C -1.9044 -3.8307 0.0843 0.1001 -0.1774 -0.0064
C -1.5700 -2.4970 -0.0275 0.1025 -0.0289 0.0189
O -0.2631 -2.0608 -0.2437 0.0814 0.5255 0.4728
C -0.8871 -4.8915 0.0550 -0.0386 -0.1453 0.0316
N -1.0989 -6.0632 -0.4486 0.0291 -0.1089 -0.1050
C 0.0919 -6.7614 -0.2837 0.0067 0.0111 0.0593
C 0.4107 -8.0688 -0.6454 -0.0527 -0.0421 -0.0429
C 1.6753 -8.5253 -0.3415 -0.0149 -0.0288 -0.0254
C 2.6177 -7.7038 0.2995 0.0167 -0.0723 -0.0248
C 2.3226 -6.4060 0.6576 -0.0258 0.1379 0.0275
C 1.0419 -5.9569 0.3515 -0.0909 -0.0487 -0.0483
N 0.4029 -4.7368 0.5401 0.2404 0.4135 -0.0866
H -3.5280 0.7958 1.0574 0.0197 -0.0426 0.0176
H -3.7327 0.8062 -0.7218 0.0197 -0.0430 -0.0245
H -2.4684 1.7921 0.0376 0.0218 -0.0022 -0.0279
H -4.6427 -1.0906 0.2019 0.0184 -0.0101 0.0345
H -3.5129 -5.2254 0.2329 -0.0136 0.0165 -0.0122
H 0.3106 -2.7953 -0.5232 0.0330 -0.0695 0.1692
H -0.3217 -8.6875 -1.1465 0.0343 -0.0275 0.0298
H 1.9527 -9.5388 -0.5979 0.0040 0.0191 -0.0139
H 3.6027 -8.0975 0.5128 -0.0259 -0.0191 0.0105
H 3.0563 -5.7803 1.1498 -0.0298 0.0027 0.0049
H 0.7109 -4.0275 1.1866 -0.1334 -0.1239 0.1523
Cl 0.1860 -0.5054 2.6189 0.0704 0.0806 0.1995
```
Forces are in eV/Å.

Results
Total charge: +2
Largest force on an atom: 3.26 eV Å⁻¹
E: -150770.39006 eV
LUMO level: -0.305 Ha
Relative energy (zero: lowest compared OMol25 entry of this formula, charge and spin): 28.67 kcal/mol
Highest occupied orbital energy: -0.456 Eh

Atom charges from the Löwdin analysis, given in e for atoms 1 to 8:
1. Ir 0.61
2. S 0.73
3. C -0.59
4. N -0.04
5. C -0.05
6. C -0.05
7. N -0.05
8. C -0.07

***

Entry 2:
Density functional theory data (ωB97M-V/def2-TZVPD) for C32H29BrMoN3OP as an isolated structure.

Structure (XYZ):
```
68
Properties=species:S:1:pos:R:3:forces:R:3
Mo 0.1168 -0.7369 0.7877 -0.1304 0.0879 -0.1674
C -2.7220 1.3101 3.5740 0.0013 0.0299 -0.0386
C -1.9564 0.3662 2.7176 0.0195 0.0848 0.0042
N -0.9766 0.7232 1.9490 0.0216 -0.1905 0.0328
N -0.6272 2.0277 1.8373 0.0359 0.2193 0.0189
C 0.3605 2.1321 0.9816 0.0095 0.1262 0.0172
O 0.8584 1.0693 0.3956 -0.1036 -0.3204 0.0045
C 0.9143 3.4323 0.6066 -0.0146 0.0019 0.0425
C 0.3934 4.6048 1.1592 -0.0218 -0.0258 0.0117
C 0.9050 5.8300 0.7738 0.0101 0.0009 -0.0095
C 1.9363 5.8903 -0.1568 -0.0180 0.0040 0.0142
C 2.4592 4.7255 -0.7037 0.0120 0.0081 -0.0114
C 1.9504 3.4961 -0.3261 0.0018 -0.0127 0.0107
C -2.2846 -1.0650 2.6293 -0.0176 -0.0673 0.0022
C -3.3049 -1.6613 3.3508 0.0138 -0.0300 -0.0184
C -3.5502 -3.0190 3.1905 0.0260 0.0267 -0.0169
C -2.7684 -3.7526 2.3122 -0.0118 0.0155 0.0084
C -1.7711 -3.0975 1.6151 0.0389 -0.0597 -0.0557
N -1.5362 -1.7898 1.7588 0.1075 0.1175 -0.0279
H -2.1668 2.2354 3.6928 -0.0045 -0.0050 -0.0024
H -2.9224 0.8771 4.5530 0.0028 -0.0128 0.0060
H -3.6824 1.5460 3.1066 -0.0117 -0.0115 0.0183
H -0.4059 4.5462 1.8849 0.0001 -0.0032 0.0005
H 0.5057 6.7397 1.2005 0.0002 0.0028 0.0008
H 2.3367 6.8507 -0.4529 0.0034 0.0029 0.0003
H 3.2669 4.7790 -1.4208 -0.0013 -0.0010 -0.0011
H 2.3526 2.5849 -0.7468 -0.0055 -0.0081 -0.0010
H -3.9037 -1.0741 4.0312 0.0118 0.0194 0.0015
H -4.3429 -3.4966 3.7503 -0.0047 -0.0030 0.0001
H -2.9225 -4.8112 2.1628 -0.0003 -0.0032 0.0028
H -1.1315 -3.6311 0.9198 -0.0051 -0.0002 0.0070
Br 1.5566 -1.8095 2.8285 0.0336 0.0184 -0.1229
C 2.6274 -2.8775 1.6382 0.0264 -0.0279 -0.0036
C 3.4155 -3.8636 2.1477 -0.0695 0.0557 0.1210
C 4.2167 -4.6099 1.2613 0.0351 -0.0118 -0.0889
C 4.2201 -4.3173 -0.0733 -0.0018 -0.0138 0.0559
C 3.4193 -3.2701 -0.5900 -0.0195 0.0123 0.0459
C 3.4748 -2.9015 -1.9538 -0.0328 0.0481 -0.0304
C 2.7605 -1.8319 -2.4313 0.0539 -0.0391 -0.0126
C 1.9261 -1.1105 -1.5668 -0.0464 0.0063 0.0556
C 1.7480 -1.4809 -0.2400 0.0421 -0.1005 0.1087
C 2.5687 -2.5356 0.2766 0.0304 0.0284 -0.0270
H 3.4386 -4.0709 3.2091 -0.0005 0.0038 -0.0006
H 4.8388 -5.4008 1.6555 0.0022 -0.0054 -0.0044
H 4.8483 -4.8763 -0.7547 0.0067 -0.0032 0.0041
H 4.1298 -3.4577 -2.6129 -0.0019 -0.0064 -0.0060
H 2.8557 -1.5302 -3.4658 0.0026 -0.0043 -0.0015
H 1.4203 -0.2291 -1.9462 -0.0246 0.0005 -0.0245
C -3.1729 -0.1558 -0.6400 0.0061 0.0199 0.0031
P -1.4665 -0.4973 -1.1598 -0.0171 0.0644 0.0918
C -1.5700 -2.0396 -2.1007 -0.0244 -0.0120 -0.0185
C -1.0464 0.8280 -2.3009 -0.0104 -0.0369 -0.0218
C -1.1926 2.1468 -1.8705 0.0018 0.0164 0.0129
C -0.8548 3.1926 -2.7117 0.0002 -0.0010 0.0000
C -0.3749 2.9271 -3.9876 -0.0051 -0.0015 -0.0127
C -0.2372 1.6170 -4.4244 0.0002 0.0135 0.0015
C -0.5703 0.5646 -3.5845 0.0166 0.0062 0.0213
H -3.2104 0.7819 -0.0855 -0.0124 -0.0110 0.0064
H -3.5519 -0.9625 -0.0120 0.0084 0.0001 0.0019
H -3.8057 -0.0620 -1.5229 0.0124 -0.0095 -0.0089
H -2.2486 -1.9201 -2.9464 0.0032 0.0113 0.0005
H -1.9654 -2.8217 -1.4509 0.0119 -0.0102 -0.0062
H -0.5869 -2.3439 -2.4574 0.0004 0.0011 0.0080
H -1.5735 2.3691 -0.8796 0.0079 -0.0029 0.0035
H -0.9652 4.2133 -2.3702 -0.0009 0.0001 -0.0045
H -0.1158 3.7444 -4.6468 0.0059 0.0023 -0.0023
H 0.1240 1.4122 -5.4230 -0.0007 0.0033 -0.0040
H -0.4602 -0.4517 -3.9411 -0.0051 -0.0083 0.0046
```
Forces are in eV/Å.

Results
Total charge: +2
Largest force on an atom: 0.34 eV Å⁻¹
E: -121346.66312 eV
LUMO level (alpha / beta): -0.270 / -0.271 Ha
Relative energy (zero: lowest compared OMol25 entry of this formula, charge and spin): 6.31 kcal/mol
Highest occupied orbital energy (alpha / beta): -0.505 / -0.504 Eh
⟨S²⟩: 2.03
Spin multiplicity: 3

Atom charges from the Löwdin analysis, given in e for atoms 1 to 8:
1. Mo 1.36
2. C 0.01
3. C -0.24
4. N -0.10
5. N 0.11
6. C -0.40
7. O -0.22
8. C -0.17

***

Entry 3:
Density functional theory data (ωB97M-V/def2-TZVPD) for C32H29Cl5N5O4S2Tc as an isolated structure.

Structure (XYZ):
```
78
Properties=species:S:1:pos:R:3:forces:R:3
Tc -0.0081 0.8802 0.0120 0.0627 0.0041 -0.1351
Cl -1.2261 3.0399 0.0467 -0.0113 0.0439 0.0023
C -1.3866 3.5335 -1.6130 -0.0020 0.0013 0.0086
C -1.4380 2.5860 -2.6307 -0.0085 0.0014 -0.0011
C -1.5455 3.0339 -3.9501 -0.0050 -0.0010 0.0035
Cl -1.5758 1.9100 -5.2429 0.0036 0.0031 0.0004
C -1.6200 4.3972 -4.2324 0.0050 0.0038 0.0034
Cl -1.7529 4.9381 -5.8548 0.0012 0.0005 0.0018
C -1.5839 5.3267 -3.1959 0.0000 -0.0023 -0.0042
Cl -1.6769 7.0042 -3.5387 0.0018 0.0010 0.0005
C -1.4623 4.8949 -1.8769 -0.0047 -0.0048 0.0027
Cl -1.4034 6.0375 -0.5954 0.0014 -0.0051 0.0012
C 0.3181 -3.6718 -3.3552 -0.0028 0.0003 0.0007
C -0.5426 -2.8495 -2.3944 0.0277 0.0182 0.0258
C -0.2793 -3.1815 -0.9425 -0.0140 0.0086 0.0325
C -0.7502 -4.4026 -0.4626 0.0117 0.0013 0.0021
C -0.5838 -4.7693 0.8588 0.0017 -0.0019 -0.0103
C 0.0727 -3.9098 1.7274 -0.0249 -0.0063 0.0141
C 0.5578 -2.6825 1.2969 0.0026 0.0039 0.0189
C 1.3044 -1.8013 2.2656 -0.0003 -0.0182 0.0026
C 2.8076 -1.7479 1.9894 -0.0057 -0.0140 0.0056
C 0.3708 -2.3223 -0.0458 -0.0348 -0.0238 -0.0286
N 0.8003 -1.0314 -0.4875 -0.0227 0.0653 -0.0439
C 1.7293 -0.9683 -1.3995 0.0161 -0.0044 0.0404
C 2.1052 0.2775 -1.9343 0.0038 -0.0005 -0.0078
C 3.0828 0.6817 -2.8536 -0.0078 0.0023 -0.0125
C 2.9616 2.0637 -2.9577 0.0011 -0.0010 0.0013
C 1.9175 2.4432 -2.0979 0.0146 0.0060 0.0195
N 1.4026 1.3740 -1.4869 -0.0501 -0.0246 -0.0237
H 0.0737 -3.4325 -4.3905 -0.0007 0.0008 0.0009
H 0.1582 -4.7408 -3.2076 -0.0017 -0.0005 0.0019
H 1.3823 -3.4792 -3.2069 -0.0002 0.0117 0.0068
H -1.5972 -3.0419 -2.6031 -0.0090 -0.0029 -0.0087
H -0.3930 -1.7891 -2.5895 0.0141 0.0302 0.0031
H -1.2694 -5.0641 -1.1470 0.0008 -0.0033 -0.0023
H -0.9585 -5.7216 1.2124 -0.0006 0.0013 0.0027
H 0.2213 -4.1943 2.7630 -0.0022 -0.0021 -0.0025
H 1.1347 -2.1831 3.2754 0.0099 -0.0011 -0.0033
H 0.8954 -0.7907 2.2322 -0.0228 -0.0504 0.0112
H 3.2469 -2.7459 2.0391 -0.0048 -0.0085 0.0022
H 3.3137 -1.1105 2.7165 -0.0030 -0.0127 0.0031
H 3.0082 -1.3387 0.9984 0.0205 -0.0085 0.0258
H 2.2183 -1.8813 -1.7318 -0.0175 -0.0173 -0.0217
H 3.7771 0.0411 -3.3741 -0.0042 -0.0019 -0.0044
H 3.5447 2.7258 -3.5766 0.0016 0.0003 0.0017
H 1.5401 3.4367 -1.9017 0.0026 -0.0012 0.0010
O -3.4506 -0.9800 -2.0891 0.0019 -0.0250 -0.0478
S -3.5364 0.4718 -2.0614 0.0042 0.0330 0.0301
O -3.8386 1.0346 -0.7665 0.0055 -0.0220 -0.0027
O -4.1363 1.1059 -3.1973 0.0072 -0.0109 -0.0123
S -1.3879 0.8494 -2.3130 -0.0441 -0.0166 -0.0103
C -4.2205 -1.7660 2.9224 -0.0251 0.0064 -0.0147
N -3.1082 -0.8875 2.6469 0.0323 -0.0198 0.0441
C -2.7593 0.2539 3.4556 0.0010 0.0026 0.0037
C -1.7151 0.9343 2.5868 0.0118 -0.0195 0.0127
O -1.1050 1.9294 2.9065 -0.0194 0.0191 -0.0023
N -1.5848 0.2257 1.4072 -0.0221 -0.0179 -0.0234
C -2.4683 -0.7908 1.4674 0.0131 0.0225 0.0103
N -2.6981 -1.6541 0.4942 0.0410 -0.0124 0.0278
H -4.3668 -1.8114 3.9994 -0.0053 0.0101 -0.0031
H -3.9992 -2.7784 2.5837 0.0041 -0.0042 0.0119
H -5.1462 -1.4185 2.4553 0.0009 -0.0025 -0.0076
H -2.3357 -0.0242 4.4220 0.0023 0.0048 -0.0035
H -3.6064 0.9259 3.6125 -0.0040 -0.0011 0.0004
H -2.4924 -1.4012 -0.4662 -0.0112 0.0271 -0.0435
H -3.4973 -2.2593 0.5722 0.0022 -0.0035 0.0100
C 1.1320 1.2835 1.1871 0.0523 -0.1411 0.1176
C 2.2749 1.6061 1.9944 -0.0074 0.1440 -0.0305
C 2.1441 1.8731 3.3582 -0.0076 0.0086 -0.0019
C 3.2780 2.1259 4.1125 0.0121 -0.0024 0.0022
C 4.5316 2.1160 3.5141 0.0015 -0.0050 0.0016
C 4.6594 1.8595 2.1542 -0.0017 0.0092 -0.0147
C 3.5352 1.6051 1.3883 -0.0035 0.0277 0.0127
H 1.1558 1.8892 3.7985 0.0109 -0.0025 -0.0030
H 3.1848 2.3352 5.1702 -0.0002 -0.0003 0.0001
H 5.4136 2.3132 4.1097 0.0019 -0.0006 -0.0005
H 5.6375 1.8586 1.6913 0.0015 -0.0011 0.0005
H 3.6141 1.4011 0.3266 0.0002 0.0019 -0.0020
```
Forces are in eV/Å.

Results
Total charge: 0
Largest force on an atom: 0.19 eV Å⁻¹
E: -135778.71494 eV
LUMO level: -0.007 Ha
Relative energy (zero: lowest compared OMol25 entry of this formula, charge and spin): 0.00 kcal/mol
Highest occupied orbital energy: -0.289 Eh

Atom charges from the Löwdin analysis, given in e for atoms 1 to 8:
1. Tc 1.06
2. Cl 0.81
3. C -0.61
4. C -0.59
5. C -0.68
6. Cl 0.74
7. C -0.69
8. Cl 0.71